Molecular formula: C32H66F7N8O7P3S
Method: DFT, ωB97M-V/def2-TZVPD

Properties
SMILES string   CCCCCCN[C@H](CO[C@H](P(=N)(O)O)S(=O)(=O)C(F)(F)C(F)(F)C(F)(F)F)Cc1ccc(C)cc1.CN(C)P(=O)(N(C)C)N(C)C.CN(C)P(=O)(N(C)C)N(C)C
Highest occupied orbital energy   -7.94 eV
E_tot   -4343.95968 a.u.
LUMO energy   -1.05 eV

Each line ends with the Mulliken charge.
CARTESIAN COORDINATES (ANGSTROEM)
1 O 7.01075 -1.03448 6.28883  -0.59
2 H 7.06533 -2.70226 -1.84982  0.44
3 O 9.05482 0.40208 6.48105  -0.56
4 H -6.43304 3.81189 -2.03047  0.47
5 N -2.62427 3.38294 -0.94735  0.10
6 C -2.43684 2.45378 0.16824  -0.89
7 F 7.45907 2.79110 7.30759  -0.25
8 H -4.63072 -2.33843 -2.36760  0.27
9 H 4.08497 -1.35995 -1.48337  -0.19
10 C 5.13920 -1.47543 -1.98197  -0.18
11 O 9.14099 0.61434 1.48965  -0.51
12 H 5.68069 -2.77147 2.37508  0.31
13 C -4.62509 4.29167 -3.86150  -1.08
14 C 1.51806 -0.13928 0.10451  -0.37
15 H -6.52499 -4.04035 0.58957  0.28
16 H 6.71178 -0.33512 1.43284  -0.15
17 O -5.87502 -1.73910 -0.15163  -0.96
18 P -3.09948 2.49313 -2.41391  0.94
19 C -7.51647 -4.00061 0.12396  -1.02
20 H -8.13938 0.92153 -1.92856  0.03
21 C -8.35714 -2.18937 1.39552  -1.22
22 H -2.61422 5.04444 0.34932  0.37
23 F 6.81419 3.75225 4.61672  -0.21
24 F 6.13326 0.96046 8.04159  -0.23
25 H -1.90267 2.92483 1.00062  0.37
26 O -3.51286 1.71909 -3.68966  -0.92
27 N -8.75752 -1.08049 -1.67992  0.10
28 H 8.87540 -2.09390 1.85652  0.31
29 C 0.03711 -3.04728 0.88846  -0.51
30 H 0.02751 -0.19530 -1.86241  0.16
31 H 10.97505 -0.71517 3.96628  0.25
32 H -1.70149 4.59816 -4.51392  0.39
33 C 1.20336 -2.42532 1.85875  -0.31
34 H -5.55802 2.55158 -1.17295  0.35
35 C 7.54224 0.43306 4.01334  -0.18
36 N -6.72228 -1.97237 -2.39396  0.41
37 H -9.88601 -2.89014 -1.65005  0.29
38 C 1.95714 -0.98096 1.48153  0.22
39 C -5.67072 3.03433 -2.14980  -1.47
40 H -3.28865 5.39183 -1.21602  0.29
41 H -3.40042 2.07816 0.53250  0.32
42 P -7.21598 -1.43271 -0.86261  0.83
43 H -6.48618 -4.05354 -2.70495  0.38
44 H -4.23194 4.44742 -0.04000  0.31
45 H -10.47063 -1.63054 -0.53814  0.33
46 N 10.51114 0.22680 3.78970  -0.76
47 H 5.61189 0.99932 2.18584  0.18
48 H 7.24312 1.46735 3.55638  0.36
49 C 5.66569 -3.58398 -0.26868  -0.75
50 S 7.63208 0.35707 5.87606  1.11
51 H -2.40694 -3.34240 -1.04369  0.29
52 C -0.85593 2.15405 -3.86111  -0.79
53 H 3.97964 -4.32993 1.07621  0.28
54 H 0.20322 2.43418 -3.88793  0.32
55 C 5.25868 2.13733 6.00971  0.49
56 H -1.87944 -1.91505 -2.30332  0.16
57 H -5.09229 -0.62717 -2.47005  -0.02
58 H -0.30609 4.66097 -3.43107  0.36
59 H -3.78335 4.91898 -4.14589  0.32
60 H 2.09419 0.86221 -0.09541  0.36
61 F 4.56941 0.93186 5.42642  -0.17
62 H 4.46899 -0.82090 0.66139  -0.61
63 C -1.52393 -2.79065 -1.57799  -0.88
64 O 8.93877 -1.89426 2.85298  -0.49
65 H -7.46075 -4.48101 -0.85022  0.26
66 H -0.46017 -4.07174 1.15897  0.28
67 H 6.52823 -4.05157 0.37787  0.27
68 C 4.40018 -3.26967 0.72454  -0.33
69 F 4.62966 4.53739 5.45633  -0.23
70 H -9.32600 0.67445 -0.63501  0.33
71 H 4.97868 -1.94389 -3.06808  0.42
72 C 5.72806 0.08214 -2.13432  -0.14
73 N -1.63508 3.07980 -3.03950  0.34
74 O 6.44820 -0.51133 3.60693  -0.12
75 C -10.01046 -1.81272 -1.51637  -0.98
76 C 4.54672 1.21819 -2.17847  -0.75
77 H 6.84375 -1.62719 -0.31796  -0.45
78 H 6.41581 0.32007 -1.19906  -0.11
79 F 4.77350 2.95210 3.67671  -0.21
80 C -9.03172 0.35702 -1.64243  -0.75
81 C 4.57307 -1.01105 1.83546  1.07
82 H -9.82301 0.63561 -2.34695  0.38
83 H 8.83699 -0.07952 0.82961  0.31
84 C 5.91493 -0.14205 2.28663  -0.38
85 N 4.74566 -2.51454 1.98858  -0.26
86 N -8.04344 -2.64097 0.03274  0.17
87 H -7.46117 -2.14338 2.02462  0.33
88 H -9.08857 -2.85072 1.87263  0.35
89 H -6.04277 2.28172 -2.85394  0.39
90 H -5.24442 -1.65296 -3.88726  0.35
91 C -5.35649 -1.63898 -2.79719  -0.76
92 H -1.83652 1.59588 -0.14868  0.20
93 H -7.02466 -3.13772 -4.11737  0.35
94 H 1.59182 -2.92923 2.86524  0.26
95 H -8.18968 -4.63668 0.71321  0.38
96 F 4.31680 2.62094 7.08855  -0.30
97 H 5.28944 -4.41067 -1.04304  0.33
98 H 4.90608 2.10157 -1.46798  0.23
99 P 9.10592 -0.15938 3.08869  0.74
100 N -4.39205 3.60849 -2.59122  0.12
101 H 3.01068 -0.74149 3.60909  0.34
102 C 6.24834 -2.28558 -1.08547  0.19
103 H 3.17112 0.75293 2.33256  0.16
104 C -7.11495 -3.21764 -3.02674  -1.06
105 C 0.34087 -0.76952 -0.87073  -0.46
106 C -3.22887 4.61548 -0.44927  -0.97
107 H 3.55391 -2.79212 0.07275  0.01
108 H 4.46478 1.70115 -3.25759  0.31
109 H -5.47477 4.98170 -3.77837  0.37
110 H 6.35961 0.13544 -3.12407  0.42
111 H -1.85933 5.18521 -2.84726  0.22
112 H -0.98455 -3.57942 -2.29319  0.27
113 H -0.89933 1.13984 -3.44871  0.07
114 C 5.42878 3.38110 4.96878  0.67
115 H -10.73154 -1.50766 -2.28223  0.36
116 H -4.83612 3.59773 -4.68327  0.29
117 C -0.38466 -2.21946 -0.50226  0.48
118 H -8.80337 -1.18915 1.37541  0.34
119 H 3.49804 0.85571 -1.78903  -0.01
120 C 6.61425 1.65198 6.78499  0.48
121 C 3.16975 -0.42937 2.49250  -0.48
122 C -1.37942 4.43834 -3.48030  -1.10
123 H -1.22952 2.12158 -4.89062  0.28
124 H -8.15792 -3.47548 -2.84071  0.23